Record 1
Computed, not measured: a structure of composition C46H38I2N3O3V, with the ωB97M-V functional and the def2-TZVPD basis.

```
93
Properties=species:S:1:pos:R:3:forces:R:3
I 0.407 -3.891 -3.103 0.06 0.04 0.01
I 6.381 -3.602 -3.679 0.10 -0.05 -0.04
V 0.512 -0.370 -0.128 -0.50 -0.28 0.45
O 0.431 1.357 -0.077 -0.17 -0.12 0.17
O -0.767 -0.807 0.941 0.29 0.42 -0.32
O 1.064 -1.270 -1.522 0.20 0.48 -0.45
N 1.441 -2.080 0.899 0.03 -0.02 -0.01
N -1.127 -0.036 -1.522 0.01 -0.04 0.02
N 2.636 0.125 0.309 -0.09 0.07 0.02
C -1.431 -3.309 4.162 -0.01 -0.03 -0.01
C 2.249 -1.768 -1.985 -0.29 -0.13 0.34
C -3.150 0.492 -3.324 0.00 0.01 -0.01
C 4.230 4.422 -0.456 0.00 0.00 0.02
C -0.973 0.933 -2.446 0.02 0.03 0.04
C 0.799 -3.257 0.913 0.00 -0.01 -0.02
C -1.930 -4.568 3.851 0.01 0.00 0.02
C -2.276 -0.731 -1.463 0.04 0.03 0.04
C 1.289 -4.357 1.580 -0.01 0.02 -0.01
C -4.838 1.573 2.617 0.01 0.01 0.00
C -1.889 2.937 -0.207 -0.04 -0.01 0.02
C 1.790 3.138 -0.880 0.02 -0.03 -0.02
C -3.305 -0.480 -2.355 -0.03 -0.01 0.01
C 3.404 -3.462 -3.229 0.02 0.09 0.06
C 2.618 -1.979 1.516 0.01 -0.03 0.01
C 3.405 4.119 0.623 0.03 0.01 -0.01
C -2.596 0.755 2.323 0.02 0.01 0.01
C -2.410 -1.811 -0.434 0.08 0.02 -0.07
C 2.189 3.490 0.410 -0.03 0.01 0.01
C -2.114 -1.339 0.989 -0.11 -0.28 0.07
C -2.509 -4.789 2.612 0.00 0.01 -0.01
C -2.579 -3.760 1.678 -0.02 -0.03 0.00
C 0.449 2.437 -1.045 0.18 0.10 -0.27
C 0.284 1.755 -2.416 -0.02 -0.06 0.02
C -2.896 5.094 -0.541 -0.01 -0.01 0.00
C -0.714 3.384 -0.795 -0.02 -0.05 0.08
C -3.061 -0.261 1.494 0.07 0.04 -0.02
C -4.424 -0.349 1.231 -0.02 -0.01 0.01
C -3.479 1.667 2.881 -0.02 0.02 -0.02
C 4.608 -2.819 -2.953 -0.10 0.01 0.03
C 3.173 -3.035 2.218 0.03 -0.02 0.00
C -5.307 0.565 1.787 0.01 -0.01 -0.01
C -1.722 5.544 -1.129 0.01 0.02 -0.01
C -1.510 -2.283 3.237 0.01 0.03 0.01
C 3.828 4.100 -1.741 -0.02 0.00 0.00
C 2.612 3.456 -1.955 0.00 -0.01 0.01
C -2.078 -2.501 1.983 0.09 -0.01 0.00
C 4.626 -1.659 -2.187 -0.06 -0.03 0.01
C 3.446 -1.123 -1.691 0.19 0.03 -0.06
C -2.977 3.791 -0.075 0.04 0.01 -0.01
C 2.494 -4.239 2.260 0.00 0.00 0.00
C 3.450 0.173 -0.936 -0.07 -0.11 0.05
C -1.968 1.208 -3.365 -0.01 0.00 0.01
C -0.632 4.696 -1.253 -0.01 0.01 0.00
C 3.282 -0.647 1.390 0.03 0.07 -0.03
C 2.221 -2.933 -2.738 -0.04 -0.18 -0.07
H -1.134 -1.302 3.498 0.00 0.01 -0.01
H 2.320 3.218 -2.970 0.00 0.00 0.00
H -3.944 0.700 -4.029 0.00 0.00 0.00
H 3.388 -4.368 -3.818 0.01 0.00 0.00
H 4.128 -2.912 2.712 0.00 0.00 0.00
H -0.127 -3.313 0.364 0.00 -0.01 0.01
H 0.281 5.068 -1.701 0.00 -0.01 0.00
H -6.365 0.479 1.581 0.00 0.00 0.00
H -3.412 -2.226 -0.488 -0.01 0.00 0.00
H 0.730 -5.282 1.567 0.00 0.00 0.00
H 3.051 0.982 -1.549 -0.03 -0.02 0.01
H 5.174 4.925 -0.293 0.00 0.00 0.00
H -3.882 3.431 0.397 0.00 0.00 0.01
H 2.905 -5.080 2.802 0.00 0.00 0.00
H -5.529 2.278 3.059 0.00 0.00 0.00
H 3.701 4.396 1.626 0.00 0.00 0.00
H 0.222 2.516 -3.190 0.01 0.01 0.00
H -4.824 -1.148 0.619 0.01 0.00 0.00
H 4.455 4.352 -2.585 0.00 0.00 0.00
H -2.917 -5.760 2.367 0.00 0.00 0.00
H -1.538 0.846 2.532 0.00 -0.01 -0.01
H -1.815 1.995 -4.090 0.00 0.00 0.00
H -0.993 -3.123 5.134 0.00 0.00 0.00
H -3.105 2.452 3.525 0.01 0.00 0.00
H -1.720 -2.619 -0.696 -0.03 -0.02 0.02
H 3.197 -0.087 2.324 -0.02 -0.02 0.01
H -4.219 -1.053 -2.280 0.00 0.00 0.00
H 4.345 -0.777 1.178 0.01 0.02 0.05
H -1.882 -5.368 4.578 0.00 0.00 0.00
H 1.150 1.122 -2.633 0.01 0.03 0.00
H -1.963 1.927 0.169 0.00 0.00 0.00
H 5.565 -1.163 -1.976 0.01 -0.01 -0.01
H -3.742 5.762 -0.440 0.00 0.00 0.00
H 2.538 1.091 0.618 0.05 0.02 -0.05
H 4.471 0.455 -0.672 0.02 -0.01 -0.05
H -1.648 6.563 -1.485 0.00 0.00 0.00
H 1.526 3.298 1.247 -0.01 0.00 -0.01
H -3.042 -3.968 0.722 0.01 0.01 0.01
```
Forces are in eV/Å.

* HOMO energy: -13.25 eV
* energy relative to the best compared isomer or geometry (same formula, charge and spin): 5.5 kJ/mol
* max |F|: 0.7 eV/A
* E_LUMO: -0.26909 Ha
* energy: -3704.6967 hartree
* frontier orbital gap: 5.93 eV
* charge: +2

=====

Record 2
Computed, not measured: a structure of composition C46H38IIrN3OP2, with the ωB97M-V functional and the def2-TZVPD basis.

```
92
Properties=species:S:1:pos:R:3:forces:R:3
Ir 0.243 0.209 0.239 0.10 -0.42 0.24
I 2.014 1.759 -1.230 -1.39 -0.05 0.25
P -0.473 -0.403 -2.118 -0.39 -0.14 -0.53
P 1.568 -0.145 2.490 1.03 -0.20 0.06
O -5.841 1.895 3.254 0.08 0.03 -0.07
N -0.019 -2.090 0.915 -0.49 1.14 -0.36
N -5.913 3.649 1.829 -0.10 0.21 -0.13
N -1.440 1.244 1.177 1.29 -1.19 -1.04
C -2.209 0.539 2.020 -0.11 -0.28 0.22
C -0.388 0.699 -3.596 0.12 0.15 0.17
C -3.441 0.991 2.435 0.14 0.04 -0.07
C 1.771 -4.138 -3.556 -0.08 0.00 0.02
C 4.988 0.761 0.510 -0.08 0.08 0.02
C -3.919 2.211 1.960 0.01 0.17 -0.04
C -0.791 2.071 -6.016 -0.17 -0.44 0.09
C 0.162 2.004 -3.743 -0.06 -0.19 -0.11
C 2.042 0.773 3.964 -0.46 -0.06 -0.70
C 1.035 -3.497 4.760 0.01 -0.03 0.11
C -2.773 -2.037 -2.587 0.15 0.00 0.03
C 3.388 0.874 4.350 0.34 0.20 0.20
C 1.357 1.915 5.974 -0.34 -0.04 -0.21
C -1.048 0.114 -4.674 0.07 0.03 0.59
C -0.099 -3.827 2.662 -0.04 0.02 -0.27
C 2.695 2.034 6.346 -0.05 0.07 0.04
C -4.135 -2.265 -2.478 -0.13 0.08 -0.08
C 0.804 -4.247 -2.561 -0.07 0.01 0.10
C -1.861 2.445 0.767 0.21 0.45 -0.33
C 0.472 -1.855 -2.639 0.11 0.24 0.70
C 2.117 -2.888 -4.056 0.07 0.01 -0.11
C -2.232 -0.845 -2.095 0.21 0.14 0.75
C 0.268 -4.293 3.920 -0.01 0.14 0.01
C 1.492 -1.745 -3.589 -0.05 0.03 0.01
C 0.292 4.056 -5.132 0.29 0.31 0.39
C 5.395 -0.467 -0.013 -0.10 0.03 0.03
C 1.422 -2.228 4.363 0.05 -0.02 0.00
C 3.809 0.846 1.227 0.13 -0.05 0.17
C 4.626 -1.608 0.201 0.01 -0.17 -0.12
C -4.433 -0.125 -1.410 -0.02 0.00 0.05
C -5.325 2.598 2.415 -0.07 -0.31 0.20
C 1.391 4.007 -3.019 0.23 -0.34 0.45
C -1.218 0.771 -5.887 0.12 0.39 -0.33
C 1.029 1.297 4.784 -0.24 0.18 0.32
C 0.163 -3.110 -2.098 0.08 -0.10 0.01
C 1.020 4.707 -4.167 -0.34 -0.07 -0.53
C 0.993 2.700 -2.837 0.17 0.33 0.21
C 1.083 -1.773 3.087 -0.47 0.40 -0.32
C 3.046 -0.312 1.467 -0.41 0.13 -0.01
C -4.963 -1.328 -1.867 0.08 -0.01 -0.04
C -3.089 2.965 1.136 0.11 -0.29 0.16
C 3.699 1.482 5.552 0.24 -0.21 -0.29
C -0.125 2.717 -4.955 0.03 -0.08 0.05
C -3.078 0.116 -1.524 0.10 -0.12 -0.02
C 3.442 -1.539 0.915 0.06 0.04 0.06
C 0.318 -2.575 2.244 -0.06 -0.01 0.37
H -2.154 -2.772 -3.085 0.01 -0.01 0.02
H 2.857 -2.808 -4.840 0.05 0.00 0.03
H -4.045 0.406 3.117 -0.06 0.04 0.00
H 2.236 -5.032 -3.950 0.06 0.01 0.01
H 4.730 1.517 5.877 0.01 0.04 0.01
H -0.706 -4.447 2.014 0.00 -0.02 -0.01
H -0.621 -3.211 -1.358 -0.08 -0.07 -0.13
H 0.579 2.319 6.606 -0.01 0.02 0.02
H -1.701 0.266 -6.711 -0.01 -0.02 0.00
H -1.200 3.006 0.118 0.02 -0.08 -0.05
H 2.956 2.567 7.251 0.01 -0.06 0.07
H -5.480 4.260 1.161 0.06 -0.04 0.00
H -0.943 2.604 -6.946 -0.05 0.06 0.04
H 4.178 0.442 3.752 0.00 0.00 0.00
H -6.855 3.876 2.113 0.02 0.00 0.07
H -0.068 -5.269 4.245 0.04 -0.02 0.01
H 0.029 4.573 -6.046 0.02 -0.08 -0.05
H 4.969 -2.565 -0.167 -0.01 0.00 -0.07
H 1.766 -0.780 -3.996 -0.04 0.00 -0.05
H 1.339 5.730 -4.311 0.00 0.01 0.06
H 6.311 -0.532 -0.585 0.04 -0.02 0.05
H -4.560 -3.167 -2.898 0.01 -0.04 0.06
H -6.020 -1.530 -1.764 -0.02 0.02 -0.04
H 0.529 -5.213 -2.162 0.03 -0.05 -0.05
H 3.500 1.792 1.661 0.04 0.04 -0.04
H 0.595 -2.540 0.234 -0.05 0.07 -0.11
H -2.667 1.059 -1.184 -0.04 0.01 -0.02
H 1.986 -1.601 5.038 0.05 -0.01 0.00
H 2.027 4.493 -2.289 0.01 0.02 -0.01
H 1.321 -3.857 5.738 -0.02 -0.01 0.02
H -3.362 3.943 0.767 0.02 0.02 -0.01
H 5.594 1.646 0.369 0.03 -0.01 -0.03
H 2.873 -2.441 1.105 0.05 -0.04 0.06
H -1.450 -0.886 -4.577 -0.04 -0.01 -0.03
H -0.964 -2.396 0.685 -0.01 0.03 -0.07
H -0.010 1.221 4.485 -0.01 0.00 0.02
H -5.075 0.620 -0.959 -0.06 0.00 -0.04
H -1.819 -0.406 2.376 0.01 -0.03 -0.09
```
Forces are in eV/Å.

* HOMO energy (alpha / beta): -17.95 / -17.92 eV
* energy relative to the best compared isomer or geometry (same formula, charge and spin): 47.6 kJ/mol
* max |F|: 2.0 eV/A
* multiplicity: 2
* E_LUMO (alpha / beta): -0.48176 / -0.54450 Ha
* energy: -3098.5160 hartree
* frontier orbital gap (alpha / beta): 4.84 / 3.11 eV
* <S²>: 0.837
* charge: +4

=====

Record 3
Computed, not measured: a structure of composition C46H38N7O5Ru, with the ωB97M-V functional and the def2-TZVPD basis.

```
97
Properties=species:S:1:pos:R:3:forces:R:3
Ru -1.473 -0.577 0.143 1.97 1.09 -1.11
O 1.131 -0.306 -3.097 0.00 -0.01 -0.11
O -4.847 -2.552 1.735 0.00 0.01 -0.15
O 4.961 2.046 -1.131 -0.07 -0.08 -0.10
O -0.218 4.719 0.366 0.07 0.06 -0.05
O -3.328 -1.577 0.407 0.33 0.39 0.18
N 0.623 0.045 -0.504 -0.81 -0.02 0.83
N 0.492 2.231 0.322 0.00 0.03 0.26
N 2.543 1.281 -0.062 0.06 -0.10 0.11
N -0.929 -2.483 -0.297 0.19 -0.53 0.28
N -2.738 0.147 2.376 0.10 0.30 0.08
N -1.767 -0.620 -1.969 -0.73 -0.91 0.41
N -0.264 -1.150 1.894 -1.08 -0.85 0.14
C -4.772 -0.354 3.505 0.00 -0.04 0.11
C -3.547 3.204 -0.026 0.02 -0.13 -0.02
C -2.264 0.299 -2.755 0.07 0.23 -0.10
C 1.362 -0.464 -4.486 -0.05 0.00 0.02
C -0.974 -2.870 -1.595 -0.33 0.19 0.26
C -1.831 1.463 0.099 -0.67 -0.04 0.08
C -1.471 -1.858 -2.494 -0.05 -0.07 -0.04
C -2.542 1.169 3.206 -0.06 0.02 0.02
C 1.174 1.138 -0.064 0.31 0.02 -0.41
C 2.924 -2.897 -0.414 -0.01 0.01 0.01
C -2.522 0.071 -4.118 0.02 0.18 -0.07
C 4.148 2.379 -2.263 0.06 0.05 -0.02
C -0.318 -2.518 1.987 0.16 -0.03 0.06
C 0.176 -0.465 2.913 0.22 0.25 0.01
C -4.023 -1.685 1.487 -0.06 -0.08 -0.15
C -0.543 -4.065 -2.144 0.03 -0.13 -0.19
C 3.007 2.702 1.902 0.03 -0.05 0.04
C 5.100 3.881 2.011 -0.03 0.02 0.00
C -0.087 -4.611 3.219 0.03 0.03 0.12
C 1.495 -1.008 -0.894 0.03 0.02 -0.23
C -1.257 3.827 0.215 0.02 0.04 -0.06
C -2.209 -1.133 -4.669 0.00 -0.08 -0.03
C 3.047 -3.151 -1.769 -0.01 0.05 -0.03
C 0.044 -3.204 3.166 -0.06 0.05 -0.11
C 4.567 2.552 0.079 0.03 0.12 -0.06
C 0.579 -1.064 4.119 0.16 0.13 0.03
C -3.173 1.872 -0.031 0.08 0.24 0.00
C 5.440 3.379 0.764 0.04 0.02 0.04
C -4.563 0.699 4.376 0.02 0.04 -0.06
C 1.691 -1.227 -2.266 0.08 0.06 -0.04
C -1.639 -2.143 -3.864 0.08 0.03 0.16
C 2.444 -2.311 -2.698 0.06 -0.01 -0.01
C 2.152 -1.825 0.015 0.02 -0.06 -0.02
C -0.893 2.471 0.195 -0.05 0.00 0.02
C 3.340 2.199 0.646 -0.13 0.02 -0.03
C -2.580 4.199 0.109 -0.08 0.07 -0.05
C -0.377 5.996 -0.232 -0.01 -0.03 0.08
C -1.233 -3.400 -4.371 -0.05 0.04 -0.13
C -0.729 -3.244 0.820 0.10 0.02 -0.48
C -0.673 -4.313 -3.522 0.12 -0.03 0.14
C -0.593 -5.274 2.137 -0.11 0.01 -0.19
C -0.920 -4.606 0.940 0.06 -0.18 0.27
C -3.424 1.484 4.222 -0.06 -0.04 0.07
C 0.503 -2.420 4.246 0.04 -0.07 0.02
C -3.826 -0.587 2.513 0.02 -0.09 -0.05
C 3.878 3.544 2.577 0.01 0.00 -0.03
H 0.947 -1.406 -4.855 0.00 0.00 0.02
H -2.965 0.860 -4.712 0.02 0.01 0.05
H 0.929 -0.445 4.935 0.02 0.02 -0.05
H -4.591 3.480 -0.118 0.03 0.00 0.01
H -0.321 -5.258 -3.921 -0.02 0.00 0.06
H 0.851 0.365 -4.969 -0.02 0.01 0.00
H -1.365 -3.618 -5.424 0.00 0.02 0.02
H 3.626 -3.996 -2.119 0.00 0.02 0.01
H 3.427 1.593 -2.491 -0.02 -0.02 0.02
H 0.575 6.508 -0.118 0.02 0.01 0.00
H -2.398 -1.334 -5.718 0.03 0.01 0.01
H -1.373 -5.142 0.120 0.11 -0.11 0.01
H -2.460 1.262 -2.305 -0.10 -0.02 -0.01
H 0.804 -2.910 5.166 -0.06 0.02 -0.01
H 2.073 2.406 2.362 0.02 0.01 0.00
H 0.178 -5.137 4.128 -0.01 0.02 -0.02
H 2.562 -2.510 -3.753 0.01 0.00 0.00
H 5.784 4.537 2.534 -0.01 -0.04 0.00
H 6.386 3.623 0.296 -0.02 -0.01 0.00
H 1.036 3.073 0.435 0.03 0.01 0.00
H 3.423 -3.528 0.310 -0.04 0.00 0.00
H -3.937 1.108 -0.128 0.00 -0.01 0.04
H -5.283 0.922 5.154 0.02 -0.02 0.00
H 4.824 2.497 -3.108 0.03 0.01 0.00
H 3.607 3.916 3.556 -0.01 0.02 -0.03
H 2.044 -1.619 1.071 0.01 -0.01 0.01
H -0.751 -6.344 2.198 -0.01 0.02 -0.03
H 3.613 3.316 -2.098 0.00 0.00 0.02
H -1.660 1.779 3.030 -0.03 -0.03 -0.01
H 2.429 -0.418 -4.718 0.02 -0.01 0.01
H -5.630 -1.008 3.566 0.00 0.02 -0.02
H -3.229 2.323 4.877 0.00 0.01 -0.04
H 0.230 0.609 2.771 -0.11 0.01 0.12
H -0.620 5.899 -1.292 -0.03 -0.01 -0.02
H -1.153 6.582 0.262 0.00 0.01 0.04
H -0.064 -4.796 -1.508 -0.06 -0.06 -0.04
H 3.043 0.534 -0.521 0.05 -0.04 0.07
H -2.865 5.242 0.126 0.01 -0.02 -0.01
```
Forces are in eV/Å.

* HOMO energy (alpha / beta): -6.43 / -6.41 eV
* energy relative to the best compared isomer or geometry (same formula, charge and spin): 0.0 kJ/mol
* max |F|: 2.5 eV/A
* multiplicity: 2
* E_LUMO (alpha / beta): 0.00182 / -0.00095 Ha
* energy: -2630.1524 hartree
* frontier orbital gap (alpha / beta): 6.48 / 6.38 eV
* <S²>: 0.755